# 1
C3H5NS | ωB97M-V/def2-TZVPD

Geometry as ORCA input:
```
! RIJCOSX wB97M-V def2-TZVPD def2/J DEFGRID3
* xyz 0 1
C -0.36748 0.93336 0.23980
C 0.44065 0.61525 1.22367
S 1.64397 -0.84092 0.59763
N 0.37181 -1.30717 -0.44951
C -0.34543 -0.14869 -0.85422
H -0.94743 1.74950 0.15922
H 0.64505 1.13754 2.14585
H -0.22450 -2.04110 -0.09632
H -1.29833 -0.36576 -1.10595
H 0.08167 0.26800 -1.86017
*
```

**LUMO energy**: 0.0327 Ha
**ΔE to the lowest compared entry with this formula, charge and spin**: 35.9 kcal/mol
**HOMO energy**: -8.302 eV
**HOMO-LUMO gap**: 9.2 eV

Mulliken atomic charge list, values in e, 2 entries:
1 C -0.33
2 C -0.42

=====

# 2
C3H5NS | ωB97M-V/def2-TZVPD

Geometry as ORCA input:
```
! RIJCOSX wB97M-V def2-TZVPD def2/J DEFGRID3
* xyz 0 1
C 1.08177 -0.31498 0.39012
C 0.92070 0.48410 1.38611
C -0.03404 -0.54995 -0.74506
N -1.18969 0.32447 -0.67894
S -2.08119 0.10215 0.65425
H 2.04424 -0.83862 0.29897
H 0.16779 1.25364 1.74926
H 0.39988 -0.34570 -1.69040
H -0.41876 -1.49356 -0.60339
H -0.89070 1.37845 -0.76092
*
```

**LUMO energy (alpha / beta)**: -0.0695 / -0.0695 Ha
**ΔE to the lowest compared entry with this formula, charge and spin**: 113.5 kcal/mol
**HOMO energy (alpha / beta)**: -7.651 / -7.652 eV
**HOMO-LUMO gap (alpha / beta)**: 5.8 / 5.8 eV

Mulliken atomic charge list, values in e, 2 entries:
1 C -0.03
2 C -0.44

=====

# 3
C3H5NS | ωB97M-V/def2-TZVPD

Geometry as ORCA input:
```
! RIJCOSX wB97M-V def2-TZVPD def2/J DEFGRID3
* xyz 0 1
C 0.52988 0.83709 0.14949
C -0.17905 -0.24114 -0.66512
C -1.71992 -0.33104 -0.43691
H 1.57979 1.14707 -0.30712
H 0.59113 0.52114 1.24790
H 0.07305 1.76625 0.20721
H 0.28742 -0.14567 -1.73812
H 1.06992 -0.78161 1.37293
N -2.75259 -0.94610 0.24803
S 0.52038 -1.82599 -0.07830
*
```

**LUMO energy**: -0.0205 Ha
**ΔE to the lowest compared entry with this formula, charge and spin**: 122.7 kcal/mol
**HOMO energy**: -9.389 eV
**HOMO-LUMO gap**: 8.8 eV

Mulliken atomic charge list, values in e, 2 entries:
1 C -1.07
2 C 0.19

=====

# 4
C3H5NS | ωB97M-V/def2-TZVPD

Geometry as ORCA input:
```
! RIJCOSX wB97M-V def2-TZVPD def2/J DEFGRID3
* xyz 0 1
C 0.86338 -0.54243 -0.01346
C 0.30067 -1.65297 0.14454
C 0.26634 0.83947 -0.30367
N -0.96558 0.98693 0.40659
S -2.06585 -0.16158 -0.06573
H 1.88040 -0.36277 0.12853
H -0.50363 -2.36896 -0.04795
H 0.98462 1.60930 -0.18787
H 0.07665 0.66429 -1.46339
H -0.83700 0.98873 1.40242
*
```

**LUMO energy (alpha / beta)**: -0.0057 / -0.0291 Ha
**ΔE to the lowest compared entry with this formula, charge and spin**: 93.8 kcal/mol
**HOMO energy (alpha / beta)**: -8.453 / -8.315 eV
**HOMO-LUMO gap (alpha / beta)**: 8.3 / 7.5 eV

Mulliken atomic charge list, values in e, 2 entries:
1 C -0.03
2 C -0.59

=====

# 5
C3H5NS2 | ωB97M-V/def2-TZVPD

Geometry as ORCA input:
```
! RIJCOSX wB97M-V def2-TZVPD def2/J DEFGRID3
* xyz 0 1
S 3.33212 1.97384 -0.35668
N 1.88046 1.28565 -0.41722
C 1.10794 0.82201 0.66712
C -0.19004 0.22258 0.28958
C -0.01242 -0.28136 -1.13568
S 1.03359 0.96722 -1.94960
H 1.49386 0.97316 1.65385
H -0.45465 -0.58934 0.96767
H -0.98792 0.97590 0.33297
H 0.54575 -1.21730 -1.16076
H -0.94557 -0.39144 -1.67619
*
```

**LUMO energy (alpha / beta)**: -0.0044 / -0.0041 Ha
**ΔE to the lowest compared entry with this formula, charge and spin**: 48.2 kcal/mol
**HOMO energy (alpha / beta)**: -7.729 / -7.731 eV
**HOMO-LUMO gap (alpha / beta)**: 7.6 / 7.6 eV

Mulliken atomic charge list, values in e, 2 entries:
1 S -0.29
2 N -0.04

=====

# 6
C3H5NS3 | ωB97M-V/def2-TZVPD

Geometry as ORCA input:
```
! RIJCOSX wB97M-V def2-TZVPD def2/J DEFGRID3
* xyz 0 1
C 1.70509 0.80637 0.23226
C 1.51505 -0.61136 0.03441
C -0.96283 0.10671 -0.19672
H 2.68834 1.02550 0.82703
H 1.76849 1.44400 -0.89479
H 0.86370 1.26500 0.99417
H -0.42412 1.09906 -0.65737
H -4.45957 -0.80831 -0.29826
N -2.24289 0.08949 -0.14432
S 2.83407 -1.63856 -0.08006
S 0.03289 -1.41812 0.07578
S -3.31821 -1.35978 0.10789
*
```

**LUMO energy**: -0.0255 Ha
**ΔE to the lowest compared entry with this formula, charge and spin**: 65.6 kcal/mol
**HOMO energy**: -8.729 eV
**HOMO-LUMO gap**: 8.0 eV

Mulliken atomic charge list, values in e, 2 entries:
1 C -1.19
2 C 0.55

=====

# 7
C3H5NSe | ωB97M-V/def2-TZVPD

Geometry as ORCA input:
```
! RIJCOSX wB97M-V def2-TZVPD def2/J DEFGRID3
* xyz 0 1
C 1.03822 0.09292 1.66619
C -1.06364 -0.90818 -1.18972
C 0.51686 0.90665 0.65324
N 1.42391 -0.59487 2.51295
Se 0.69848 0.01512 -1.06815
H -1.27968 -1.10655 -0.04375
H -1.82698 -0.19232 -1.73015
H -0.73997 -1.85908 -1.78957
H -0.43326 1.48465 0.63615
H 1.66606 2.16166 0.35281
*
```

**LUMO energy**: -0.0208 Ha
**ΔE to the lowest compared entry with this formula, charge and spin**: 63.3 kcal/mol
**HOMO energy**: -8.899 eV
**HOMO-LUMO gap**: 8.3 eV

Mulliken atomic charge list, values in e, 2 entries:
1 C 0.52
2 C -0.75

=====

# 8
C3H5O3 | ωB97M-V/def2-TZVPD

Geometry as ORCA input:
```
! RIJCOSX wB97M-V def2-TZVPD def2/J DEFGRID3
* xyz -1 1
O 0.10180 2.14434 -1.67836
C 0.00542 1.16041 -0.89587
C -1.25122 0.34433 -0.86704
H 0.94155 0.69670 -0.45957
H -1.95322 0.74537 -0.06889
H -1.01393 -0.61573 -0.44712
H -1.60065 0.37833 -1.88825
O 0.99896 -0.06529 2.09949
C 1.25268 -1.18834 1.53765
O 1.00849 -1.60538 0.36342
H 1.51011 -1.99475 2.30454
*
```

**LUMO energy**: 0.1539 Ha
**ΔE to the lowest compared entry with this formula, charge and spin**: 14.4 kcal/mol
**HOMO energy**: -4.282 eV
**HOMO-LUMO gap**: 8.5 eV

Mulliken atomic charge list, values in e, 2 entries:
1 O -0.59
2 C 0.29

=====

# 9
C3H5O3 | ωB97M-V/def2-TZVPD

Geometry as ORCA input:
```
! RIJCOSX wB97M-V def2-TZVPD def2/J DEFGRID3
* xyz -1 1
O 0.26957 -1.29575 -2.21999
C -0.87876 -1.43926 -1.79525
O -1.39307 -0.96996 -0.73468
H -1.58334 -2.06056 -2.39782
C 1.17347 1.20432 0.57486
C 0.33170 0.87303 1.56203
O -0.64845 -0.04247 1.53149
H 1.94948 1.91662 0.84113
H 1.16116 0.85100 -0.44413
H 0.42479 1.35710 2.53522
H -0.80655 -0.39407 0.54714
*
```

**LUMO energy**: 0.1582 Ha
**ΔE to the lowest compared entry with this formula, charge and spin**: 4.3 kcal/mol
**HOMO energy**: -4.539 eV
**HOMO-LUMO gap**: 8.8 eV

Mulliken atomic charge list, values in e, 2 entries:
1 O -0.63
2 C 0.03

=====

# 10
C3H5O3 | ωB97M-V/def2-TZVPD

Geometry as ORCA input:
```
! RIJCOSX wB97M-V def2-TZVPD def2/J DEFGRID3
* xyz -1 1
O -0.78483 -1.27183 -2.00275
C -0.43844 -1.30797 -0.84598
C 0.90517 -0.91321 -0.33308
H -1.14580 -1.62846 -0.05470
H 0.76477 -0.16569 0.45914
H 1.42075 -1.75767 0.13370
H 1.51926 -0.50700 -1.13548
O 0.09177 1.41290 1.91708
C -0.56445 1.89511 0.96607
O -1.72096 2.35416 0.93564
H -0.04724 1.88967 -0.03964
*
```

**LUMO energy**: 0.1424 Ha
**ΔE to the lowest compared entry with this formula, charge and spin**: 7.2 kcal/mol
**HOMO energy**: -4.100 eV
**HOMO-LUMO gap**: 8.0 eV

Mulliken atomic charge list, values in e, 2 entries:
1 O -0.51
2 C 0.22

=====

# 11
C3H5O3 | ωB97M-V/def2-TZVPD

Geometry as ORCA input:
```
! RIJCOSX wB97M-V def2-TZVPD def2/J DEFGRID3
* xyz -1 1
C -2.63428 0.87210 -0.29720
C -1.88031 -0.26102 -0.10283
O -0.74637 -0.24333 0.60508
H -3.20054 1.04337 -1.27791
H -2.76087 1.58020 0.54817
H -2.10538 -1.17146 -0.67204
H 0.03670 -0.46859 0.00938
O 1.39966 -1.19584 -0.19646
C 2.07973 -0.14659 0.13606
O 1.81534 1.03774 -0.14828
H 2.89017 -0.55902 0.89343
*
```

**LUMO energy**: 0.1596 Ha
**ΔE to the lowest compared entry with this formula, charge and spin**: 38.2 kcal/mol
**HOMO energy**: -4.458 eV
**HOMO-LUMO gap**: 8.8 eV

Mulliken atomic charge list, values in e, 2 entries:
1 C -0.59
2 C 0.00

=====

# 12
C3H5O3 | ωB97M-V/def2-TZVPD

Geometry as ORCA input:
```
! RIJCOSX wB97M-V def2-TZVPD def2/J DEFGRID3
* xyz -1 1
C -2.10079 0.50563 0.71421
C -0.96962 -0.14626 0.46311
O 0.23664 0.50663 0.47657
C 1.31829 -0.18464 0.08462
O 2.34577 0.58412 0.41144
H -2.11981 1.58691 0.85587
H -0.91366 -1.18987 0.14561
H -3.04295 -0.03942 0.68214
H 3.10522 0.02212 0.59959
O 1.14829 -0.44894 -2.50873
H 0.99263 -1.19627 -1.92444
*
```

**LUMO energy**: 0.1415 Ha
**ΔE to the lowest compared entry with this formula, charge and spin**: 113.6 kcal/mol
**HOMO energy**: -2.222 eV
**HOMO-LUMO gap**: 6.1 eV

Mulliken atomic charge list, values in e, 2 entries:
1 C -0.62
2 C 0.07

=====

# 13
C3H5O3 | ωB97M-V/def2-TZVPD

Geometry as ORCA input:
```
! RIJCOSX wB97M-V def2-TZVPD def2/J DEFGRID3
* xyz 0 2
O 1.59230 2.50260 0.61036
C 1.80210 1.23027 0.85622
O 2.40818 0.71896 1.74532
H 1.64558 3.05185 1.40463
O -0.58444 -0.96096 -2.05687
H -0.21228 -1.85293 -1.99488
C -1.42962 -0.72410 -0.99686
C -1.28846 -1.24181 0.22665
H -1.96021 0.21311 -1.15140
H -1.11535 -2.30955 0.34778
H -0.85781 -0.62744 1.00906
*
```

**LUMO energy (alpha / beta)**: 0.0259 / -0.0377 Ha
**ΔE to the lowest compared entry with this formula, charge and spin**: 49.7 kcal/mol
**HOMO energy (alpha / beta)**: -8.309 / -8.315 eV
**HOMO-LUMO gap (alpha / beta)**: 9.0 / 7.3 eV

Mulliken atomic charge list, values in e, 2 entries:
1 O -0.37
2 C 0.42

=====

# 14
C3H5O3 | ωB97M-V/def2-TZVPD

Geometry as ORCA input:
```
! RIJCOSX wB97M-V def2-TZVPD def2/J DEFGRID3
* xyz 1 1
C 0.78031 1.61917 -1.32046
C 1.27836 0.78426 -0.23841
C -0.14248 -1.13517 0.25299
O 0.55026 1.16678 -2.42704
O 0.73895 -0.74504 -1.81471
O 0.83936 -0.48108 -0.55050
H 0.48183 2.60251 -0.99433
H 1.31128 0.90367 0.85767
H -0.91441 -1.46591 -0.48198
H 0.17943 -2.07409 0.66627
H -0.43101 -0.36121 0.90807
*
```

**LUMO energy (alpha / beta)**: -0.2802 / -0.2625 Ha
**ΔE to the lowest compared entry with this formula, charge and spin**: 178.3 kcal/mol
**HOMO energy (alpha / beta)**: -15.905 / -15.785 eV
**HOMO-LUMO gap (alpha / beta)**: 8.3 / 8.6 eV

Mulliken atomic charge list, values in e, 2 entries:
1 C 0.24
2 C -0.25

=====

# 15
C3H5O3Pt | ωB97M-V/def2-TZVPD

Geometry as ORCA input:
```
! RIJCOSX wB97M-V def2-TZVPD def2/J DEFGRID3
* xyz 0 4
H -1.42898 1.28977 0.06942
C -0.99272 0.28718 0.00368
C -0.53345 -0.31246 1.33211
O 0.86595 -0.13336 1.00995
C 0.59432 0.32836 -0.30249
O 1.12417 1.45239 -0.69673
Pt 1.43813 0.79360 -2.36349
O 0.97082 -0.67940 -1.26556
H -1.64118 -0.37783 -0.57784
H -0.77218 -1.37595 1.46791
H -0.78977 0.27555 2.22393
H 1.16488 -1.54785 -0.90089
*
```

**LUMO energy (alpha / beta)**: 0.0141 / -0.0535 Ha
**ΔE to the lowest compared entry with this formula, charge and spin**: 40.4 kcal/mol
**HOMO energy (alpha / beta)**: -6.828 / -10.073 eV
**HOMO-LUMO gap (alpha / beta)**: 7.2 / 8.6 eV

Mulliken atomic charge list, values in e, 2 entries:
1 H 0.25
2 C -0.59

=====

# 16
C3H5O3S2 | ωB97M-V/def2-TZVPD

Geometry as ORCA input:
```
! RIJCOSX wB97M-V def2-TZVPD def2/J DEFGRID3
* xyz -1 1
C -0.22632 0.54817 1.41140
C -1.40830 0.67473 0.53863
C -0.01346 0.65530 0.17560
O 1.65363 2.22879 -1.04764
O 2.22820 -0.16731 -0.66299
O 0.59818 0.37952 -2.39546
S -0.35586 -2.69729 0.34154
S 1.25329 0.80445 -1.16742
H 0.23416 0.31725 2.40108
H -0.51450 -2.54816 -0.91256
H -2.17369 -0.16611 0.57116
H -1.86674 1.70425 0.43676
H 0.59140 -1.73359 0.30990
*
```

**LUMO energy**: 0.1185 Ha
**ΔE to the lowest compared entry with this formula, charge and spin**: 75.2 kcal/mol
**HOMO energy**: -5.375 eV
**HOMO-LUMO gap**: 8.6 eV

Mulliken atomic charge list, values in e, 2 entries:
1 C -0.13
2 C -0.35

=====

# 17
C3H5O3S3 | ωB97M-V/def2-TZVPD

Geometry as ORCA input:
```
! RIJCOSX wB97M-V def2-TZVPD def2/J DEFGRID3
* xyz -1 3
C -1.63593 -0.82658 0.38566
C 1.26558 0.10555 0.19646
C -2.53129 -0.40705 -0.74712
O 0.31396 -0.96345 -2.01259
O 1.52566 -2.40092 -0.55167
O -0.58165 -1.69765 0.25692
S -3.15910 -1.74496 0.94503
S -3.01660 1.21409 -0.73777
S 0.61266 -1.31098 -0.66626
H -1.38963 -0.02088 1.00972
H 1.94547 -0.04580 0.88126
H 0.41486 0.63782 0.66185
H -2.88425 -1.09028 -1.50226
H 1.63897 0.75005 -0.55769
*
```

**LUMO energy (alpha / beta)**: 0.1179 / 0.0702 Ha
**HOMO energy (alpha / beta)**: -1.364 / -4.256 eV
**HOMO-LUMO gap (alpha / beta)**: 4.6 / 6.2 eV

Mulliken atomic charge list, values in e, 2 entries:
1 C -0.40
2 C -0.97

=====

# 18
C3H5O3Yb | ωB97M-V/def2-TZVPD

Geometry as ORCA input:
```
! RIJCOSX wB97M-V def2-TZVPD def2/J DEFGRID3
* xyz 3 3
H 0.68561 0.43039 1.61688
C 0.89307 -0.48100 1.03703
C 1.08368 -0.18754 -0.50055
O 0.19337 0.88200 -0.80231
C -1.08923 0.75925 -0.65104
O -1.66823 1.82918 -1.06270
H 1.83759 -0.89920 1.41056
H 1.91693 -1.10496 -0.41469
H -2.59860 1.87501 -0.80091
Yb -2.23089 -0.97674 0.72901
O -0.06934 -1.46127 0.93007
H 1.04604 -0.66511 -1.49134
*
```

**LUMO energy (alpha / beta)**: -0.5463 / -0.6602 Ha
**ΔE to the lowest compared entry with this formula, charge and spin**: 117.8 kcal/mol
**HOMO energy (alpha / beta)**: -23.434 / -24.324 eV
**HOMO-LUMO gap (alpha / beta)**: 8.6 / 6.4 eV

Mulliken atomic charge list, values in e, 2 entries:
1 H 0.37
2 C -0.48

=====

# 19
C3H5O4P | ωB97M-V/def2-TZVPD

Geometry as ORCA input:
```
! RIJCOSX wB97M-V def2-TZVPD def2/J DEFGRID3
* xyz 0 1
C -1.26916 3.15276 -0.54296
C -1.18906 2.02550 -1.02328
O -1.03503 0.71309 -1.50937
P -0.03109 -0.02969 -0.32045
O 1.18660 0.83535 -0.18579
O -0.87594 0.06600 1.13277
O 0.36982 -1.59462 -0.73073
C 1.22577 -2.16729 0.31947
H -1.03986 4.04230 0.11276
H -1.82167 -0.08219 0.87572
H 2.15101 -2.63038 -0.15656
H 0.67187 -2.92541 0.95451
H 1.60603 -1.36013 1.02782
*
```

**LUMO energy**: 0.0042 Ha
**ΔE to the lowest compared entry with this formula, charge and spin**: 26.5 kcal/mol
**HOMO energy**: -10.185 eV
**HOMO-LUMO gap**: 10.3 eV

Mulliken atomic charge list, values in e, 2 entries:
1 C -0.15
2 C -0.01

=====

# 20
C3H5O4P | ωB97M-V/def2-TZVPD

Geometry as ORCA input:
```
! RIJCOSX wB97M-V def2-TZVPD def2/J DEFGRID3
* xyz 0 1
O 0.47731 -2.84458 -1.09053
C 0.83783 -1.69871 -1.19128
P 1.02537 -0.18746 -2.23644
O -0.53927 -0.16528 -2.65396
C 0.98652 -0.47909 -0.37072
O 2.23323 -0.27629 0.07620
C -0.21382 -0.07692 0.52481
O 0.07564 -0.00925 1.94462
H -0.82413 -0.97612 -3.02461
H 2.40362 0.65424 0.18995
H -1.11329 -0.64123 0.41095
H -0.35046 1.00872 0.43867
H 0.73639 -0.60991 1.94865
*
```

**LUMO energy**: -0.0063 Ha
**ΔE to the lowest compared entry with this formula, charge and spin**: 59.4 kcal/mol
**HOMO energy**: -8.882 eV
**HOMO-LUMO gap**: 8.7 eV

Mulliken atomic charge list, values in e, 2 entries:
1 O -0.48
2 C -0.17